Entry w
A single C20H31N5O4 molecule. Source: the OMol25 dataset; level of theory: ωB97M-V/def2-TZVPD.

```
! wB97M-V def2-TZVPD RIJCOSX def2/J DEFGRID3
* xyz 0 1
C -0.785 -3.031 -0.188
N -1.630 -1.908 -0.582
C -1.182 -0.577 -0.183
C -1.937 -0.042 1.032
O -1.980 -1.000 2.080
C -1.280 1.205 1.604
N 0.052 0.949 2.104
C 1.163 1.234 1.371
O 1.102 1.773 0.275
C 2.449 0.845 1.976
C 2.768 0.265 3.222
N 4.069 0.081 3.348
N 4.602 0.535 2.199
C 6.047 0.471 2.027
C 6.509 1.013 0.696
C 6.464 2.538 0.436
C 7.849 2.423 -0.236
C 8.038 1.068 0.480
C 3.670 0.999 1.354
C -2.564 -2.133 -1.552
O -2.775 -3.252 -1.991
C -3.336 -0.933 -2.076
C -4.682 -1.343 -2.680
C -5.657 -1.859 -1.626
C -6.236 -0.716 -0.803
C -7.007 0.230 -1.716
C -6.264 0.619 -2.978
O -6.568 1.608 -3.620
N -5.270 -0.214 -3.394
H -1.364 -3.949 -0.229
H 0.071 -3.136 -0.861
H -0.419 -2.863 0.823
H -0.121 -0.649 0.054
H -1.264 0.134 -1.006
H -2.962 0.224 0.740
H -2.368 -1.809 1.728
H -1.202 1.972 0.834
H -1.899 1.589 2.415
H 0.140 0.371 2.922
H 2.117 -0.020 4.034
H 6.503 1.039 2.841
H 6.349 -0.571 2.142
H 6.035 0.467 -0.124
H 5.643 2.937 -0.157
H 6.517 3.090 1.377
H 7.758 2.295 -1.315
H 8.577 3.207 -0.035
H 8.561 1.190 1.431
H 8.499 0.252 -0.075
H 3.899 1.407 0.386
H -3.490 -0.179 -1.305
H -2.723 -0.459 -2.850
H -4.496 -2.142 -3.397
H -6.471 -2.387 -2.128
H -5.143 -2.590 -1.002
H -6.894 -1.102 -0.023
H -5.438 -0.171 -0.290
H -7.932 -0.249 -2.050
H -7.296 1.154 -1.219
H -4.816 0.099 -4.239
*
```

**SMILES string**: CN(C[C@@H](O)CNC(=O)c1cnn(CC2CCC2)c1)C(=O)C[C@H]1CCCC(=O)N1
**HOMO-LUMO gap**: 9.899 eV
**Lowest unoccupied orbital energy**: 0.50 eV
**HOMO**: -9.40 eV


Entry x
A single C20H31N5O4 molecule. Source: the OMol25 dataset; level of theory: ωB97M-V/def2-TZVPD.

```
! wB97M-V def2-TZVPD RIJCOSX def2/J DEFGRID3
* xyz 0 1
C 3.082 -1.669 1.362
N 2.996 -0.968 0.090
C 1.682 -0.448 -0.269
C 0.949 -1.298 -1.311
O 0.688 -2.612 -0.825
C -0.370 -0.677 -1.723
N -1.298 -0.519 -0.628
C -1.361 0.599 0.136
O -0.629 1.564 -0.061
C -2.357 0.595 1.213
C -3.244 -0.414 1.650
N -3.976 -0.019 2.669
N -3.585 1.242 2.908
C -4.173 1.997 4.002
C -5.695 1.958 3.993
C -6.425 0.688 4.469
C -7.491 1.617 5.099
C -6.431 2.744 5.096
C -2.619 1.650 2.064
C 4.112 -0.782 -0.656
O 5.195 -1.253 -0.338
C 4.013 0.092 -1.893
C 5.075 -0.233 -2.941
C 4.988 -1.660 -3.470
C 3.841 -1.832 -4.459
C 3.980 -0.869 -5.635
C 4.375 0.544 -5.250
O 4.213 1.493 -6.001
N 4.988 0.710 -4.047
H 4.087 -2.040 1.536
H 2.825 -0.991 2.178
H 2.395 -2.515 1.400
H 1.074 -0.408 0.634
H 1.749 0.585 -0.614
H 1.570 -1.393 -2.212
H 1.515 -2.971 -0.490
H -0.187 0.291 -2.188
H -0.840 -1.314 -2.473
H -1.831 -1.325 -0.354
H -3.361 -1.411 1.251
H -3.786 1.596 4.942
H -3.822 3.027 3.917
H -6.039 2.257 3.002
H -6.758 -0.003 3.698
H -5.871 0.146 5.234
H -8.323 1.820 4.427
H -7.886 1.321 6.071
H -5.883 2.767 6.038
H -6.776 3.746 4.842
H -2.190 2.636 2.122
H 3.024 0.058 -2.354
H 4.154 1.123 -1.550
H 6.057 -0.104 -2.487
H 5.930 -1.899 -3.973
H 4.908 -2.366 -2.644
H 3.817 -2.859 -4.827
H 2.882 -1.669 -3.958
H 4.764 -1.213 -6.316
H 3.065 -0.809 -6.221
H 5.214 1.679 -3.872
*
```

**SMILES string**: CN(C[C@@H](O)CNC(=O)c1cnn(CC2CCC2)c1)C(=O)C[C@H]1CCCC(=O)N1
**HOMO-LUMO gap**: 9.889 eV
**Lowest unoccupied orbital energy**: 0.52 eV
**HOMO**: -9.37 eV


Stability summary: most stable entry w, least stable entry x.


Entry w
2 unconnected molecules or ions with the total composition C2HO4. Source: the OMol25 dataset; level of theory: ωB97M-V/def2-TZVPD.

```
! wB97M-V def2-TZVPD RIJCOSX def2/J DEFGRID3
* xyz -1 1
C -1.494 0.354 0.011
C 1.893 -0.331 0.019
O 1.666 -1.183 -0.763
O -0.307 0.302 0.304
O 2.473 0.343 0.774
O -2.271 1.266 -0.070
H -1.961 -0.750 -0.275
*
```

**HOMO-LUMO gap**: 7.810 eV
**Lowest unoccupied orbital energy**: 3.75 eV
**HOMO**: -4.06 eV


Entry x
A molecular structure, C2HO4. Source: the OMol25 dataset; level of theory: ωB97M-V/def2-TZVPD.

```
! wB97M-V def2-TZVPD RIJCOSX def2/J DEFGRID3
* xyz -1 1
C 0.042 0.340 -1.467
C 2.380 -0.069 -0.113
O 2.522 0.933 0.501
O 0.577 -0.132 -0.435
O 2.872 -1.034 -0.537
O -1.105 0.593 -1.602
H 0.679 0.627 -2.302
*
```

**HOMO-LUMO gap**: 9.378 eV
**Lowest unoccupied orbital energy**: 4.21 eV
**HOMO**: -5.17 eV


Stability summary: most stable entry x, least stable entry w.


Entry w
A single C2H4N4S molecule. Source: the OMol25 dataset; level of theory: ωB97M-V/def2-TZVPD.

```
! wB97M-V def2-TZVPD RIJCOSX def2/J DEFGRID3
* xyz 0 1
H 2.425 0.569 -1.709
N 2.515 0.407 -0.754
C 1.325 0.166 -0.258
N 1.120 -0.503 1.108
C -0.166 -0.473 1.375
N -1.004 0.104 0.274
S -2.228 -0.953 -0.392
N 0.064 0.429 -0.684
H -0.603 -1.120 2.178
H -3.312 -0.046 -0.111
H -0.135 1.420 -1.028
*
```

**SMILES string**: [H]/N=c1/ncn(S)[nH]1
**HOMO-LUMO gap**: 9.252 eV
**Lowest unoccupied orbital energy**: 0.14 eV
**HOMO**: -9.12 eV


Entry x
A single C2H4N4S molecule. Source: the OMol25 dataset; level of theory: ωB97M-V/def2-TZVPD.

```
! wB97M-V def2-TZVPD RIJCOSX def2/J DEFGRID3
* xyz 0 1
C -0.841 -0.568 -0.270
C -0.734 0.879 0.081
N 0.432 -1.276 0.160
N 0.657 1.367 0.290
N 0.571 -2.397 0.404
N 1.549 0.518 0.171
S 3.107 0.517 0.048
H -1.765 -0.919 0.170
H -0.653 -0.704 -1.327
H -1.167 1.482 -0.679
H -1.156 1.103 0.951
*
```

**HOMO-LUMO gap (alpha / beta)**: 7.172 / 7.846 eV
**Lowest unoccupied orbital energy (alpha / beta)**: -0.58 / -0.03 eV
**HOMO (alpha / beta)**: -7.76 / -7.87 eV


Stability summary: most stable entry w, least stable entry x.


Entry w
A single C4H5N3O molecule. Source: the OMol25 dataset; level of theory: ωB97M-V/def2-TZVPD.

```
! wB97M-V def2-TZVPD RIJCOSX def2/J DEFGRID3
* xyz 0 1
H -2.929 -0.769 -0.882
N -2.353 0.095 -0.469
C -1.160 -0.095 -0.320
C -0.185 -1.352 0.035
C 1.122 -0.607 0.215
O 2.271 -1.190 -0.126
C 0.882 1.050 0.274
N 1.668 1.946 0.533
H 2.547 1.508 0.674
N -0.490 1.106 -0.042
H -0.102 -1.693 -0.941
H -0.504 -2.134 0.753
H -0.769 2.137 0.298
*
```

**SMILES string**: [H]/N=C1\CC(=O)/C(=N\[H])N1
**HOMO-LUMO gap**: 9.293 eV
**Lowest unoccupied orbital energy**: -0.46 eV
**HOMO**: -9.75 eV


Entry x
A single C4H5N3O molecule. Source: the OMol25 dataset; level of theory: ωB97M-V/def2-TZVPD.

```
! wB97M-V def2-TZVPD RIJCOSX def2/J DEFGRID3
* xyz 0 1
C 2.147 -0.906 0.061
C 0.853 -0.805 0.003
N -0.322 -1.670 -0.149
C -1.469 -1.054 -0.044
N -1.838 0.311 -0.145
N -0.869 1.240 0.268
C 0.431 0.810 0.121
O 1.277 1.674 -0.235
H 2.739 -0.200 0.515
H 2.474 -1.950 0.159
H -2.406 -1.547 0.431
H -2.774 0.474 0.173
H -0.808 2.401 -0.054
*
```

**SMILES string**: C=C1N=CNNC1=O
**HOMO-LUMO gap**: 9.215 eV
**Lowest unoccupied orbital energy**: 0.42 eV
**HOMO**: -8.79 eV


Entry y
A single C4H5N3O molecule. Source: the OMol25 dataset; level of theory: ωB97M-V/def2-TZVPD.

```
! wB97M-V def2-TZVPD RIJCOSX def2/J DEFGRID3
* xyz 0 1
H -2.826 -0.376 -1.226
N -2.164 0.329 -0.882
C -1.062 -0.319 -0.665
N -0.705 -1.629 -0.899
C 0.028 0.407 0.110
C 1.227 0.045 0.572
C 1.639 1.235 1.317
N 0.712 2.136 1.266
O -0.292 1.600 0.530
H 0.290 -1.864 -0.859
H -1.182 -2.180 -1.548
H 1.822 -0.806 0.427
H 2.514 1.421 1.856
*
```

**SMILES string**: [H]/N=C(\N)c1ccno1
**HOMO-LUMO gap**: 10.360 eV
**Lowest unoccupied orbital energy**: 0.67 eV
**HOMO**: -9.69 eV


Entry z
A single C4H5N3O molecule. Source: the OMol25 dataset; level of theory: ωB97M-V/def2-TZVPD.

```
! wB97M-V def2-TZVPD RIJCOSX def2/J DEFGRID3
* xyz 0 1
O -2.202 -1.395 0.443
C -0.901 -1.149 0.294
N 0.089 -1.989 0.288
N 1.082 -1.181 0.026
C 0.790 0.051 0.062
C -0.527 0.098 0.004
N -0.594 1.458 -0.716
C 0.845 1.631 -0.185
H -2.395 -2.407 -0.114
H 1.976 -1.559 0.467
H -1.023 2.197 -0.255
H 1.577 1.888 -1.035
H 1.283 2.357 0.721
*
```

**SMILES string**: Oc1n[nH]c2c1NC2
**HOMO-LUMO gap**: 9.525 eV
**Lowest unoccupied orbital energy**: 0.81 eV
**HOMO**: -8.72 eV


Stability summary: most stable entry y, least stable entry z.


Entry w
A single C4H5N3O molecule. Source: the OMol25 dataset; level of theory: ωB97M-V/def2-TZVPD.

```
! wB97M-V def2-TZVPD RIJCOSX def2/J DEFGRID3
* xyz 0 1
C 2.580 -0.426 0.160
N 1.611 -1.114 -0.320
C 0.468 -0.311 -0.568
N -0.908 -0.633 -0.385
C -1.554 -0.171 0.855
C -1.871 0.390 -0.476
N 0.879 0.951 -0.228
O 2.115 0.915 0.104
H 3.712 -0.584 0.159
H -2.084 -0.971 1.449
H -0.936 0.564 1.349
H -1.639 1.404 -0.925
H -2.372 -0.014 -1.176
*
```

**SMILES string**: c1nc(N2CC2)no1
**HOMO-LUMO gap**: 10.217 eV
**Lowest unoccupied orbital energy**: 0.74 eV
**HOMO**: -9.47 eV


Entry x
A single C4H5N3O molecule. Source: the OMol25 dataset; level of theory: ωB97M-V/def2-TZVPD.

```
! wB97M-V def2-TZVPD RIJCOSX def2/J DEFGRID3
* xyz 0 1
C -2.648 -1.228 0.025
C -1.582 -0.745 0.028
C -0.261 -0.144 0.082
C 0.903 -1.050 -0.087
N 2.163 -0.911 -0.074
N 2.528 0.394 0.193
N -0.143 1.159 0.026
O -1.404 1.719 -0.166
H -3.646 -1.582 0.250
H 0.470 -2.023 -0.222
H 1.871 1.054 -0.298
H 3.406 0.716 -0.210
H -1.174 2.593 0.506
*
```

**SMILES string**: C#CC(/C=N\N)=N\O
**HOMO-LUMO gap**: 9.064 eV
**Lowest unoccupied orbital energy**: -0.12 eV
**HOMO**: -9.18 eV


Entry y
2 unconnected molecules or ions with the total composition C4H5N3O. Source: the OMol25 dataset; level of theory: ωB97M-V/def2-TZVPD.

```
! wB97M-V def2-TZVPD RIJCOSX def2/J DEFGRID3
* xyz 0 1
C -0.986 1.287 -0.944
C 0.104 -0.332 0.311
C 0.484 -1.145 1.379
C 1.556 -1.819 -0.405
H -2.250 2.939 -0.586
H -0.361 0.744 -1.742
H -0.728 1.622 1.425
H -0.138 -1.321 2.371
H 2.321 -2.506 -0.944
N -1.546 2.522 -1.347
N -0.804 0.770 0.328
N 1.394 -2.120 0.859
O 0.956 -0.641 -0.705
*
```

**HOMO-LUMO gap**: 8.103 eV
**Lowest unoccupied orbital energy**: -0.54 eV
**HOMO**: -8.65 eV


Entry z
3 unconnected molecules or ions with the total composition C4H5N3O. Source: the OMol25 dataset; level of theory: ωB97M-V/def2-TZVPD.

```
! wB97M-V def2-TZVPD RIJCOSX def2/J DEFGRID3
* xyz 0 1
C -1.680 -1.649 -1.291
C 0.355 0.531 0.746
C 1.839 -0.151 0.826
C 0.472 2.084 0.670
H -2.446 -2.562 -0.883
H -1.883 -1.059 -2.315
H -0.165 1.103 -1.685
H -0.210 0.423 1.933
H 2.185 -0.745 2.110
N -0.948 -1.077 -0.425
N -0.009 0.047 -0.642
N 0.132 3.149 1.445
O 2.359 -0.095 -0.491
*
```

**HOMO-LUMO gap**: 8.141 eV
**Lowest unoccupied orbital energy**: -1.21 eV
**HOMO**: -9.35 eV


Stability summary: most stable entry y, least stable entry z.